Record 1
ORCA calculation (ωB97M-V/def2-TZVPD) on a molecular structure, C16H9I2N3O3S3V.

Structure (XYZ):
```
37
Properties=species:S:1:pos:R:3:nbo_charge:R:1
I -2.58474 -4.34495 4.13017 0.238
I 1.34638 -5.85775 -0.10913 0.279
V 0.43563 -1.12480 -1.54928 0.936
S 0.97301 -1.23911 -3.71173 0.232
S -1.24970 -0.95695 -5.72607 0.210
S -1.54059 -0.83491 -2.70619 0.182
O 1.76100 -0.77986 -0.22144 -0.430
O 0.51590 0.81179 -1.37058 -0.444
O 0.50238 -2.81527 -1.04173 -0.507
N -1.02036 -1.10085 -0.01777 -0.426
N 1.37303 1.25938 -0.48847 0.206
N 2.06283 0.42767 0.15119 0.207
C -0.09902 -3.22675 0.09346 0.282
C -2.56977 -1.50837 2.24826 -0.082
C 2.59283 4.52649 0.72407 -0.185
C -1.54582 -3.82342 2.40770 -0.153
C 0.78101 3.51450 -1.14344 -0.222
C 0.94828 4.88360 -1.00079 -0.188
C -0.97241 -2.28057 0.65166 0.097
C 1.53899 2.68349 -0.33581 0.130
C -0.71278 -0.99105 -4.22607 -0.548
C -1.82035 -0.14604 0.42134 0.106
C -1.72322 -2.54440 1.80728 -0.046
C -0.67828 -4.72989 1.85674 -0.242
C -2.61635 -0.32149 1.55772 -0.259
C 0.06461 -4.45121 0.68318 -0.185
C 1.84741 5.38633 -0.07307 -0.166
C 2.44695 3.15578 0.60202 -0.220
H 1.97209 6.45554 0.03011 0.235
H 3.29418 4.92298 1.44473 0.237
H 3.02170 2.47598 1.21297 0.249
H -3.17798 -1.65571 3.13097 0.250
H -0.54693 -5.69730 2.32149 0.254
H 0.09223 3.10486 -1.86644 0.249
H -3.25662 0.48750 1.87674 0.251
H 0.37351 5.55550 -1.62266 0.236
H -1.82904 0.77929 -0.14112 0.233
```

LUMO energy = -0.19695 Ha
ΔE to the lowest compared entry with this formula, charge and spin = 0.257 eV
charge = +1
2S+1 = 1
DFT total energy = -3738.78194 Ha


Record 2
ORCA calculation (ωB97M-V/def2-TZVPD) on a single C17H10F6O4 molecule.

Structure (XYZ):
```
37
Properties=species:S:1:pos:R:3:nbo_charge:R:1
F -4.97331 -0.41625 3.02974 -0.313
F -0.65756 -1.48384 1.52558 -0.314
F 1.94002 2.46021 3.28337 -0.317
F 2.30251 -0.11503 4.13288 -0.319
F 0.26172 0.22137 3.49125 -0.334
F 3.21040 1.34623 1.93036 -0.323
O -1.10728 -0.11715 -0.84002 -0.500
O 1.16239 0.84629 0.20518 -0.513
O -0.96336 -2.35391 -1.07823 -0.553
O 0.86404 2.44904 -1.34368 -0.565
C -1.85523 -0.91144 1.31772 0.394
C 2.10048 -1.71283 -3.91494 -0.203
C -0.52704 -1.25745 -1.29460 0.795
C 1.53647 0.12650 3.05764 0.511
C 1.07573 1.30214 -1.06852 0.790
C -4.02725 -0.35473 2.08106 0.410
C 2.79073 -0.51208 -3.85651 -0.179
C 0.65643 -0.96772 -2.13629 -0.176
C -3.31275 0.39975 -0.06539 -0.192
C 1.03557 -1.93595 -3.06306 -0.143
C -2.08974 -0.22699 0.12592 0.182
C 1.37226 0.23017 -2.05744 -0.029
C 1.93602 1.45466 2.37812 0.610
C -2.81618 -0.98526 2.30635 -0.336
C 1.00109 1.81481 1.22243 -0.146
C 2.42781 0.45433 -2.93432 -0.201
C -4.28743 0.34209 0.91344 -0.288
H 2.96491 1.38881 -2.87899 0.231
H -3.48295 0.93232 -0.98711 0.236
H -0.03440 1.83021 1.58086 0.214
H 1.61599 -0.71646 2.35593 0.157
H 3.61514 -0.32716 -4.52805 0.222
H 1.26439 2.80760 0.83541 0.238
H 2.38730 -2.46935 -4.62907 0.223
H 0.47204 -2.85589 -3.09979 0.239
H -5.24149 0.82464 0.77777 0.238
H -2.61750 -1.51172 3.22498 0.253
```

LUMO energy = -0.00561 Ha
SMILES string = O=C(OCC(F)(F)C(F)F)c1ccccc1C(=O)Oc1ccc(F)cc1F
2S+1 = 1
DFT total energy = -1554.01091 Ha


Record 3
ORCA calculation (ωB97M-V/def2-TZVPD) on a molecular structure, C17H11AgN5S.

Structure (XYZ):
```
35
Properties=species:S:1:pos:R:3:nbo_charge:R:1
Ag 1.28970 0.01600 -0.00122 0.813
S -6.47972 0.01660 -0.02203 0.981
N -0.60144 1.38826 0.00697 -0.526
N -5.44617 1.24997 -0.00675 -0.587
N -0.60064 -1.35064 -0.01494 -0.506
N -5.44540 -1.21625 -0.02528 -0.585
N 3.50191 -0.00473 0.00925 -0.543
C -2.94558 -2.83063 -0.03254 -0.099
C -1.78658 -0.72022 -0.01253 0.161
C -1.78695 0.75684 -0.00140 0.251
C -2.98904 1.47118 0.00068 -0.093
C 5.59681 1.11849 -0.21644 -0.240
C 4.21583 1.10562 -0.21660 0.051
C -2.98803 -1.43573 -0.02132 -0.078
C -0.57473 -2.67582 -0.02698 0.072
C -1.72730 3.49694 0.01999 -0.237
C -4.23177 -0.69164 -0.01890 0.106
C 6.27576 -0.06437 0.02751 -0.127
C -4.23218 0.72611 -0.00828 0.114
C 5.54370 -1.21720 0.26229 -0.240
C -2.94805 2.86620 0.01122 -0.100
C -0.57703 2.71335 0.01775 0.070
C 4.16476 -1.14509 0.24433 0.050
C -1.72426 -3.46043 -0.03576 -0.236
H 0.40371 -3.13973 -0.03068 0.205
H 6.12600 2.04210 -0.40469 0.242
H 3.65466 2.01061 -0.40408 0.206
H 0.40088 3.17835 0.02612 0.205
H -1.64075 -4.53773 -0.04511 0.243
H -1.64502 4.57431 0.02888 0.243
H -3.87815 3.41981 0.01264 0.250
H 3.56322 -2.02519 0.42479 0.206
H 6.02989 -2.16273 0.45756 0.242
H -3.87513 -3.38518 -0.03912 0.250
H 7.35708 -0.08741 0.03464 0.238
```

LUMO energy = -0.12114 Ha
ΔE to the lowest compared entry with this formula, charge and spin = 0.000 eV
charge = +1
2S+1 = 1
DFT total energy = -1473.22363 Ha


Record 4
ORCA calculation (ωB97M-V/def2-TZVPD) on a molecular structure, C17H11CuF10IN4O in a non-equilibrium geometry.

Structure (XYZ):
```
45
Properties=species:S:1:pos:R:3:lowdin_spin:R:1
I -2.15929 -2.41833 2.78453 -0.014
Cu -0.37511 -0.34513 0.54491 0.075
F 0.07621 -4.27461 -2.13596 0.029
F -1.98479 -2.14948 -5.86687 0.042
F -2.51549 2.08564 0.19782 0.001
F -2.36202 0.09174 -4.40614 -0.014
F -1.04985 -4.48403 -4.50922 -0.015
F 1.37962 5.84155 0.92248 -0.001
F -3.10291 4.69259 0.18999 -0.001
F -1.45420 0.30036 -1.85031 0.026
F -1.18489 6.63577 0.77660 0.002
F 2.03006 3.16048 1.15236 0.001
O -2.98267 -0.74965 0.15578 0.016
N 1.56005 -1.05165 1.38303 0.000
N -2.33059 -0.47334 1.11799 0.013
N -0.05644 -1.78057 -0.62843 0.438
N -0.02119 1.28136 1.41834 0.027
C -0.51551 -3.15075 -2.67189 0.091
C -1.80943 4.34962 0.38205 -0.001
C -1.56771 -2.14619 -4.61833 0.130
C 0.40347 4.93068 0.95257 -0.001
C -0.89000 5.31920 0.79465 0.005
C 1.37541 -0.38113 2.73732 0.001
C -1.56329 3.00287 0.53347 0.005
C 0.72848 3.58422 1.03630 0.005
C 2.82037 -0.61240 0.68331 0.000
C 0.93886 1.08579 2.46116 0.003
C 0.89239 -2.81696 -0.16680 0.041
C -0.24383 2.57112 1.00543 -0.001
C -1.10782 -3.30371 -3.91137 -0.022
C -1.30956 -0.86439 -2.53867 0.102
C -1.77140 -0.98000 -3.84288 -0.018
C -0.56230 -1.97304 -1.89741 0.002
C 1.34872 -2.52135 1.25319 -0.001
H 2.18521 -3.05330 1.54324 0.000
H 2.84361 0.49538 0.79251 0.000
H 3.70096 -1.06496 1.10292 0.000
H 0.57952 1.31263 3.49119 0.002
H 0.34642 -3.80526 -0.09001 0.019
H 0.66842 -0.96746 3.35307 0.000
H 1.73326 -2.94244 -0.82678 0.012
H 2.72307 -0.92948 -0.40180 0.000
H 1.76043 1.69950 2.32942 0.001
H 2.33752 -0.42644 3.24034 0.000
H 0.48826 -2.77448 2.02691 0.000
```

LUMO energy (spin up / spin down) = -0.06656 / -0.11972 Ha
2S+1 = 2
DFT total energy = -3885.22990 Ha
expectation value of S² = 0.797


Record 5
ORCA calculation (ωB97M-V/def2-TZVPD) on a molecular structure, C17H12BaClN2O3S3 in a non-equilibrium geometry.

Structure (XYZ):
```
39
Properties=species:S:1:pos:R:3:nbo_charge:R:1
Ba -2.15239 -1.78594 -1.45002 1.812
Cl -7.28887 -2.21318 -0.12478 -0.069
S -1.09845 -1.39499 1.35963 -0.563
S 0.87742 -2.48696 -1.10399 -0.573
S -1.45664 1.36504 -1.21490 1.268
O -4.57399 -2.23358 -1.82640 -0.830
O -4.19262 -0.41071 -0.63168 -0.771
O -1.71560 0.52160 -2.47999 -1.064
N 3.56138 -0.38352 5.15743 -0.360
N 5.98762 -1.73140 2.12345 -0.361
C 1.47658 -2.05030 0.46299 -0.167
C 3.41826 -1.69283 1.88989 -0.186
C 3.13121 -0.75472 4.15557 0.301
C 0.28840 1.46490 -0.96239 -0.309
C 2.59128 -1.21869 2.91868 -0.186
C -6.46004 -0.96542 -1.09762 -0.463
C 2.96579 1.59145 -0.38272 -0.187
C 4.83975 -1.72096 2.03309 0.303
C 2.04229 1.64478 0.64772 -0.195
C 2.54967 1.46117 -1.70252 -0.221
C 0.63405 -1.57652 1.51236 -0.150
C 1.20114 1.39876 -2.00451 -0.140
C 1.21434 -1.18314 2.71656 -0.198
C 0.68437 1.56518 0.36468 -0.188
C -1.79737 3.01562 -1.84103 -0.800
C 2.85002 -2.11027 0.69336 -0.178
C -4.95799 -1.22576 -1.18103 0.744
H 0.56897 -0.82097 3.50532 0.228
H 2.37109 1.69276 1.67764 0.227
H -0.05212 1.51142 1.15687 0.248
H -1.23301 3.15356 -2.76163 0.233
H -2.86598 3.06807 -2.03273 0.240
H -6.65970 -0.00984 -0.62569 0.221
H 4.02347 1.61534 -0.15264 0.220
H 3.49298 -2.46417 -0.10070 0.226
H 0.85775 1.24532 -3.01960 0.223
H -1.50718 3.75803 -1.09839 0.232
H 3.28663 1.38016 -2.49104 0.214
H -6.90250 -1.01928 -2.08924 0.220
```

LUMO energy = 0.07179 Ha
ΔE to the lowest compared entry with this formula, charge and spin = 0.337 eV
charge = -1
2S+1 = 1
DFT total energy = -2670.69650 Ha


Record 6
ORCA calculation (ωB97M-V/def2-TZVPD) on a molecular structure, C17H12BrCsN4O2 in a non-equilibrium geometry.

Structure (XYZ):
```
37
Properties=species:S:1:pos:R:3:mulliken_charge:R:1
Cs 0.09910 -0.19164 0.16610 1.218
Br -3.99474 0.70240 -0.54315 -0.152
O 3.81727 -2.32803 1.99906 -0.680
O 1.72059 -3.51017 2.95270 -0.676
N 2.79808 0.28410 -0.19439 -0.232
N -1.20731 -1.97865 1.63032 -0.314
N 1.64019 -1.73238 1.46887 -0.430
N -1.81162 1.92828 -1.63520 -0.171
C -0.90481 -3.78955 3.14577 -0.478
C 3.41437 1.19431 -0.94378 -0.107
C 2.98771 -1.64703 1.41843 0.260
C -3.87888 2.85841 -2.40666 -0.471
C -3.10832 -3.11787 2.55205 -0.705
C -2.51928 -2.15250 1.75547 0.161
C -3.12680 1.97028 -1.65151 0.306
C -3.18441 3.75995 -3.19464 -0.252
C 5.57552 0.46185 -0.30041 -0.344
C -2.26886 -3.95949 3.26675 -0.353
C 4.78765 1.33346 -1.03908 -0.733
C 1.12509 -2.69803 2.26628 0.240
C -0.39967 -2.78492 2.31544 0.394
C 3.55379 -0.55231 0.51431 0.384
C 4.95028 -0.48686 0.48108 -0.495
C -1.15831 2.79618 -2.39380 0.003
C -1.79671 3.73180 -3.19111 -0.707
H -3.15081 -1.48051 1.18548 0.040
H -2.67585 -4.73124 3.90427 0.423
H -0.19986 -4.41242 3.67605 0.456
H -0.07995 2.73170 -2.35466 0.309
H 5.22834 2.09521 -1.66748 0.378
H 5.50521 -1.19451 1.07950 0.444
H -1.22510 4.41959 -3.79259 0.376
H -4.18438 -3.20554 2.60920 0.377
H -4.95638 2.83963 -2.37442 0.397
H 6.65373 0.52620 -0.33769 0.417
H -3.71930 4.47361 -3.80206 0.398
H 2.77038 1.86233 -1.51025 0.319
```

LUMO energy = -0.00242 Ha
ΔE to the lowest compared entry with this formula, charge and spin = 0.913 eV
2S+1 = 1
DFT total energy = -3618.69130 Ha


Record 7
ORCA calculation (ωB97M-V/def2-TZVPD) on a molecular structure, C17H12Cl40O2SSi2 in a non-equilibrium geometry.

Structure (XYZ):
```
74
Properties=species:S:1:pos:R:3:mulliken_charge:R:1
Cl -7.29944 5.37952 0.59426 -0.118
Cl -4.49327 -4.92569 3.46048 -0.025
Cl 2.72567 4.15158 4.01995 -0.117
Cl 1.32374 -4.23501 -7.77376 -0.071
Cl -2.56392 3.04908 -0.40844 -0.086
Cl -9.08273 -1.76399 1.08746 -0.106
Cl -2.89736 0.71781 -2.10531 0.048
Cl -1.81427 2.09385 6.70644 -0.097
Cl 3.83285 -4.91122 -9.06430 -0.099
Cl -2.27551 -2.34273 -2.65510 0.150
Cl -2.07770 -6.29061 2.61030 -0.101
Cl -0.20284 6.96849 -0.32870 -0.077
Cl -4.90616 -1.16756 -3.07598 -0.060
Cl -3.32704 3.37202 -3.19395 -0.103
Cl 2.76134 -6.62859 -6.98530 -0.095
Cl -2.69959 -6.06343 5.43545 -0.102
Cl -6.63592 -1.54045 2.63098 -0.077
Cl -1.21601 -0.06418 8.55186 -0.106
Cl -4.42155 -3.94575 -3.76752 -0.104
Cl 2.08879 2.17842 1.98866 -0.124
Cl 0.92399 4.83230 1.84901 0.039
Cl 0.07223 2.98120 3.91427 0.000
Cl -6.54991 -2.49312 -0.11464 -0.008
Cl 0.78967 0.80953 6.64607 -0.057
Cl 3.81613 -4.01258 -6.30546 -0.065
Cl 6.55485 0.56688 5.14708 -0.113
Cl -4.48937 4.65253 0.62229 0.077
Cl -3.22182 -1.82459 -5.34413 -0.100
Cl -1.55879 -0.62615 5.72593 -0.019
Cl 0.65121 8.81404 -2.39819 -0.104
Cl 8.13908 2.22882 3.37165 -0.102
Cl 2.45074 8.13662 -0.22502 -0.094
Cl -1.90223 -3.71399 3.93481 -0.024
Cl -5.69600 5.87683 2.96200 -0.104
Cl 8.35023 -0.66216 3.22589 -0.127
Cl -7.70554 -4.15753 1.97237 -0.100
Cl 5.93517 0.66277 2.31117 -0.131
Cl -5.26480 7.44890 0.56096 -0.107
Cl 1.81369 6.15960 -2.25069 -0.080
Cl -5.22097 2.25016 -1.30381 -0.113
S 0.57331 -2.65651 -4.38744 -0.270
Si 0.87097 -1.97569 -2.32726 0.318
Si 0.51352 -2.93459 0.36687 0.422
O 1.81948 0.71448 -2.52903 -0.446
O -0.17201 -2.83136 -1.22047 -0.183
C 1.17856 7.51996 -1.30109 0.332
C -3.70637 -2.32039 -3.70760 0.225
C -0.94957 0.55319 6.90752 0.257
C 3.96614 -0.03473 0.76072 -0.415
C 2.93354 -4.94677 -7.53234 0.315
C 7.24482 0.69966 3.51426 0.319
C 2.92157 0.30220 -1.70842 -0.122
C 4.21492 -0.31759 -2.35432 -0.181
C -5.68718 5.83945 1.18500 0.260
C 5.27154 -0.64591 0.06702 -0.427
C -3.50452 2.34882 -1.75257 0.225
C 2.80580 0.44408 -0.15601 0.039
C 5.40887 -0.79138 -1.47353 -0.527
C 0.62134 -0.05774 -2.22935 -0.116
C 1.45272 3.53670 2.94328 0.096
C -2.79316 -5.24873 3.85918 0.257
C -7.49030 -2.48945 1.39540 0.280
H 3.93146 0.02344 1.89906 0.665
H 6.14577 -1.02125 0.71161 0.340
H -0.19575 0.30427 -2.96631 0.279
H 2.24417 -2.39697 -1.99537 -0.126
H 1.23359 -1.73748 0.80164 -0.090
H 1.45789 -4.06519 0.50035 -0.155
H 1.86496 0.89465 0.31968 0.458
H 0.97738 -4.00060 -4.30019 0.125
H -0.57478 -3.16657 1.34108 -0.163
H 4.21001 -0.41274 -3.50136 0.363
H 0.18431 0.15705 -1.17806 0.104
H 6.32036 -1.24789 -1.98098 0.340
```

LUMO energy = -0.00514 Ha
2S+1 = 1
DFT total energy = -20190.03893 Ha


Record 8
ORCA calculation (ωB97M-V/def2-TZVPD) on a molecular structure, C17H13BrF9O3ReSbSe4 in a non-equilibrium geometry.

Structure (XYZ):
```
49
Properties=species:S:1:pos:R:3:nbo_charge:R:1
Re 1.14337 0.61062 -1.07271 0.973
Sb 1.59804 3.68955 -3.32745 1.023
Br 1.29009 -1.02687 7.77463 0.102
Se 3.77284 3.85961 -2.52600 -0.397
Se 0.98528 1.33704 -3.40296 -0.200
Se 2.63279 2.10136 -0.15444 0.650
Se 0.08430 4.86999 -4.61826 -0.323
F 1.71721 -4.41327 -2.38950 -0.284
F -0.60244 -2.57003 -1.82721 -0.305
F -0.01161 -3.90659 -0.17964 -0.295
F 3.39613 -3.08393 -2.62330 -0.290
F 2.67916 -4.17179 0.29365 -0.292
F 2.19244 -2.30018 1.25189 -0.308
F 3.85246 -2.40893 -0.11651 -0.288
F -0.31766 -1.81452 0.13675 -0.290
F 1.47779 -2.49518 -3.43237 -0.314
O 2.22121 1.63285 1.66561 -0.642
O 0.77865 0.11535 0.90276 -0.656
O 1.89987 -1.06389 -1.34192 -0.624
C 2.62588 -2.83817 0.11462 0.972
C -3.14966 1.43967 -1.85363 -0.176
C -0.65077 1.31855 -0.85950 -0.422
C -3.11136 1.75125 -3.35976 -0.591
C 2.00813 0.44321 5.56656 -0.260
C -1.81286 1.38620 -1.30697 0.294
C 0.15555 -2.67907 -0.71991 0.965
C 1.68370 -2.40007 -1.06974 0.008
C 2.04024 0.84900 4.26228 -0.139
C 0.11266 -0.93363 5.10345 -0.243
C 1.06938 -0.44185 5.96543 -0.010
C 2.08429 -3.14160 -2.39210 0.975
C 0.17080 -0.59898 3.74352 -0.145
C 1.16533 0.26717 3.31248 -0.130
C 1.43028 0.65633 1.86982 0.832
C -3.80799 0.05731 -1.63994 -0.590
C -3.79453 2.65776 -1.16730 -0.578
H -2.54360 2.62466 -3.66730 0.229
H -0.63938 -1.60764 5.42058 0.243
H -3.26239 -0.72597 -2.22149 0.226
H -4.81290 0.11656 -2.07969 0.231
H -3.89794 2.51768 -0.13068 0.220
H 2.77091 0.82114 6.25656 0.250
H 2.72533 1.60548 3.88203 0.238
H -4.18240 1.92302 -3.64406 0.225
H -0.49238 -1.08822 3.05233 0.236
H -4.80369 2.77465 -1.57929 0.230
H -2.78244 0.95192 -3.94408 0.218
H -3.89385 -0.22507 -0.57923 0.228
H -3.19425 3.55751 -1.34801 0.225
```

LUMO energy (spin up / spin down) = -0.21963 / -0.21955 Ha
ΔE to the lowest compared entry with this formula, charge and spin = 0.000 eV
charge = +1
2S+1 = 1
DFT total energy = -14278.12152 Ha